No. 1
Computed, not measured: an isolated ion of composition C3H7N4 and charge +1, with ωB97M-V with the def2-TZVPD basis set.

Geometry as ORCA input:
```
! RIJCOSX wB97M-V def2-TZVPD def2/J DEFGRID3
* xyz 1 1
H -0.17935 2.50053 -0.28370
C -0.37474 -1.02601 -0.68565
H -0.94975 -0.96462 -1.62007
N 0.28965 -2.25054 0.94254
C 0.53237 0.43012 -0.06429
N 0.33026 1.73498 -0.87588
N 0.15785 -2.19359 -0.31985
H -1.38501 0.52759 0.85682
H 1.57755 0.21426 0.18740
H -0.25518 1.37648 -1.73004
H 1.30492 2.20241 -1.16994
N -0.12787 -1.16102 1.57134
H -0.31301 -1.15097 2.52576
C -0.60771 -0.23963 0.66557
*
```

Output
SMILES string: [NH3+][C@@H]1[C@H]2N=NN[C@@H]12
energy above the lowest of the compared OMol25 structures with the same formula, charge and spin: 479.5 kJ/mol

These are the Löwdin partial charges, in e, on atoms 1 to 4:
1. H 0.199
2. C -0.125
3. H 0.139
4. N 0.055

=====

No. 2
Computed, not measured: an isolated ion of composition C7H20NP and charge +2, with ωB97M-V with the def2-TZVPD basis set.

Geometry as ORCA input:
```
! RIJCOSX wB97M-V def2-TZVPD def2/J DEFGRID3
* xyz 2 1
H -2.94221 1.26413 1.02211
H -0.99388 2.22687 -0.80403
H 0.10450 -1.01726 1.54064
H 1.53679 2.12765 0.01384
N 1.53962 -0.03863 0.06809
H 2.74841 0.79241 1.73537
C -1.60918 1.35448 -1.14472
H -1.14427 1.02432 -2.08597
H -3.39890 -0.39967 1.62480
C -1.86761 -1.60513 -0.68946
H 2.55280 -1.21718 -1.32373
C -2.57235 0.30074 1.36691
H 3.60632 -0.00273 0.41787
H -1.41458 -2.26205 0.10006
C 1.51651 1.24365 -0.66783
H 0.40037 0.86780 1.63920
C 2.64984 -0.04266 0.99215
H 0.77615 1.10322 -1.44918
C 1.58334 -1.16716 -0.77116
P -1.40148 0.00150 0.00858
H -2.05363 0.43938 2.36568
H -2.68143 1.59203 -1.43406
H -1.69557 -2.01540 -1.69988
C 0.26912 -0.10040 0.90950
H 2.60501 1.39050 -1.01093
H -2.94458 -1.58639 -0.44542
H 2.64960 -1.05332 1.46383
H 1.46254 -2.12403 -0.22774
H 0.71875 -1.09667 -1.51453
*
```

Output
energy above the lowest of the compared OMol25 structures with the same formula, charge and spin: 68.0 kJ/mol

These are the Löwdin partial charges, in e, on atoms 1 to 4:
1. H 0.058
2. H 0.086
3. H 0.139
4. H 0.143

=====

No. 3
Computed, not measured: a 4-piece molecular cluster, C26H33BBr2 overall, with ωB97M-V with the def2-TZVPD basis set.

Geometry as ORCA input:
```
! RIJCOSX wB97M-V def2-TZVPD def2/J DEFGRID3
* xyz 0 1
H 0.90396 1.53721 1.74610
C -2.59477 7.90577 6.18388
H 3.46138 -6.66105 -0.24147
C -3.91552 -2.56386 -2.54158
C 1.31397 3.58613 2.27257
H -3.21463 -2.35636 -1.73669
C 1.62294 -2.58034 -0.31798
C -3.03498 6.78845 3.66560
C -0.94912 4.21561 0.76722
C -1.89918 6.43736 4.39581
H -5.52150 -3.10541 -1.21150
H 4.82228 -5.50811 0.36619
C 0.13693 -3.91124 -2.16278
H -1.83340 4.46038 0.18510
H 0.70586 -3.74900 -3.19397
C -3.51869 -2.40532 -3.86909
H -1.10518 2.09804 0.40193
H -0.79612 6.72003 6.22483
H -4.84249 7.96050 3.63226
C -6.10768 -3.26080 -3.27905
H -2.42125 8.34419 7.16269
C 5.88165 -3.82450 -2.24896
H 2.56003 -5.27616 -1.96338
C -3.73327 8.25255 5.45602
H -3.20381 6.35707 2.68268
H 3.81126 -2.78822 -2.63728
C -4.41725 -2.67353 -4.90213
H 7.52652 -3.38638 -0.71542
H 4.98905 -6.46277 -1.34966
H -0.53521 6.26523 1.28779
H -6.40783 -3.32152 -5.41164
C -5.70975 -3.10589 -4.60661
H 4.09467 -4.44686 -3.51986
H -1.18541 5.72941 3.98298
Br 1.81804 -0.93822 0.85769
C 0.42413 -2.61860 -1.19707
C 4.28632 -5.87938 -0.60574
C 0.91162 4.91485 2.14005
H 5.84092 -3.59617 0.12581
H 2.19277 3.34050 2.86228
H -4.10962 -2.54648 -5.93650
H 6.38482 -4.88875 -2.43700
H -1.01329 -3.93037 -2.44341
H 3.24677 -3.87929 0.92499
H 0.36446 -4.95801 -1.66827
B 2.77929 -3.73692 -0.16951
C -0.54139 2.88784 0.89209
C -1.68047 6.99498 5.65522
C 4.26172 -3.85860 -2.49437
H 6.19332 -2.00292 -0.82023
C -5.21098 -2.98731 -2.24592
H -4.44796 8.95940 5.86934
C 6.35960 -3.16101 -0.82859
Br -0.94454 -1.11234 -1.22237
H 6.33103 -3.12796 -3.10821
C 0.58847 2.57245 1.64620
H -2.50986 -2.07307 -4.09928
C -0.22044 5.22996 1.38903
C 3.40158 -4.67844 -1.36325
C -3.95394 7.69212 4.19825
H 1.48030 5.70562 2.62321
H -7.11614 -3.59450 -3.04907
*
```

Output
SMILES string: CCC[C@@H](C)B/C(Br)=C(\C)Br.c1ccccc1.c1ccccc1.c1ccccc1
energy above the lowest of the compared OMol25 structures with the same formula, charge and spin: 398.4 kJ/mol

These are the Löwdin partial charges, in e, on atoms 1 to 4:
1. H 0.029
2. C -0.100
3. H 0.092
4. C -0.128

=====

No. 4
Computed, not measured: a 2-piece molecular cluster, C4H8O2 overall, with ωB97M-V with the def2-TZVPD basis set.

Geometry as ORCA input:
```
! RIJCOSX wB97M-V def2-TZVPD def2/J DEFGRID3
* xyz 0 1
H -1.90548 1.17739 0.73278
C -1.30072 0.96390 -0.14337
C 1.42001 -0.31007 0.99322
H -1.70052 -1.12526 -0.25110
C -1.20569 -0.25432 -0.67555
H 2.16039 -0.73188 1.68212
H -0.74547 1.80360 -0.55728
O 0.70139 0.74365 1.60594
H 0.01685 0.35220 2.16104
C -0.29570 -0.48350 -1.81132
H 0.77910 -1.12393 0.62622
H 0.17962 0.44372 -2.20353
O -0.03906 -1.56848 -2.28482
H 1.93530 0.11297 0.12566
*
```

Output
SMILES string: C=CC=O.CO
energy above the lowest of the compared OMol25 structures with the same formula, charge and spin: 223.8 kJ/mol

These are the Löwdin partial charges, in e, on atoms 1 to 4:
1. H 0.074
2. C 0.023
3. C -0.158
4. H 0.114

=====

Asked for LUMO level across the records above, the calculation gives -4.25; -6.61; -0.81; 0.43 eV in order.
Asked for orbital gap across the records above, the calculation gives 8.9; 13.8; 8.4; 10.4 eV in order.
Asked for max |F| across the records above, the calculation gives 5.15; 4.23; 4.40; 0.47 eV/A in order.